w:
DFT (ωB97M-V with the def2-TZVPD basis set) results for a cluster of 11 separate species, H22O11 in total.

Last columns: bonded neighbours and bond lengths (Å).
Geometry (Å):
1 H -0.0209 -1.5137 -1.2533  O23 0.964
2 H 0.5471 -0.4778 -0.2971  O23 0.964
3 H -1.6019 -2.5464 1.5067  O24 0.964
4 H -2.1411 -2.6842 2.9211  O24 0.964
5 H 1.9160 2.5038 2.3504  O25 0.964
6 H 1.4923 1.6469 1.1688  O25 0.964
7 H 4.5389 -0.7720 -0.8278  O26 0.964
8 H 4.2373 0.4048 -1.7413  O26 0.964
9 H -1.6002 1.6651 0.3669  O27 0.964
10 H -0.5424 2.3788 1.1926  O27 0.964
11 H 0.2522 1.4025 -0.7007  O28 0.964
12 H -0.2062 2.6733 -1.3971  O28 0.964
13 H 2.0242 -2.0368 1.6181  O29 0.964
14 H 1.6555 -0.5873 1.3476  O29 0.964
15 H 0.0086 -0.0042 2.8280  O30 0.964
16 H -0.9726 0.7584 3.7030  O30 0.964
17 H 1.0262 -0.5923 -2.8142  O31 0.964
18 H 0.0734 0.5918 -2.8212  O31 0.964
19 H -3.9132 -0.9472 -0.8977  O32 0.964
20 H -2.6167 -1.5348 -1.4305  O32 0.964
21 H -2.7882 0.0865 -2.9808  O33 0.964
22 H -1.8761 0.5170 -1.8438  O33 0.964
23 O 0.0330 -1.2928 -0.3167  H1 0.964, H2 0.964
24 O -1.5821 -3.1292 2.2742  H3 0.964, H4 0.964
25 O 1.2806 2.4682 1.6266  H5 0.964, H6 0.964
26 O 4.7362 -0.4190 -1.7027  H7 0.964, H8 0.964
27 O -0.8313 1.4994 0.9239  H9 0.964, H10 0.964
28 O 0.5328 2.3024 -0.9018  H11 0.964, H12 0.964
29 O 1.7900 -1.2159 2.0658  H13 0.964, H14 0.964
30 O -0.7502 0.5882 2.7808  H15 0.964, H16 0.964
31 O 0.4411 -0.0912 -3.3934  H17 0.964, H18 0.964
32 O -3.2512 -1.6223 -0.7103  H19 0.964, H20 0.964
33 O -1.8914 -0.0200 -2.6440  H21 0.964, H22 0.964

E_LUMO = -0.51 eV
HOMO = -0.3610 Eh
Structure (SMILES) = O.O.O.O.O.O.O.O.O.O.O
Frontier orbital gap = 9.317 eV

***

x:
DFT (ωB97M-V with the def2-TZVPD basis set) results for a cluster of 11 separate species, H22O11 in total.

Last columns: bonded neighbours and bond lengths (Å).
Geometry (Å):
1 O 3.2319 0.2356 -1.6889  H2 0.954, H3 0.959
2 H 2.7810 0.7296 -2.3689  O1 0.954
3 H 3.4949 -0.6039 -2.0718  O1 0.959
4 O 0.8348 -2.0198 2.7707  H5 0.960, H6 0.951
5 H 1.7561 -2.2545 2.9045  O4 0.960
6 H 0.5175 -1.8311 3.6472  O4 0.951
7 O -3.3052 -2.6719 -1.7260  H8 0.963, H9 0.961
8 H -2.4569 -2.9304 -2.1011  O7 0.963
9 H -2.9867 -2.1912 -0.9570  O7 0.961
10 O 2.5962 -0.4146 4.8200  H11 0.966, H12 0.953
11 H 1.8673 0.1854 4.6142  O10 0.966
12 H 3.1973 -0.2121 4.1083  O10 0.953
13 O -0.1015 3.2327 -3.0236  H14 0.961, H15 0.956
14 H -0.0078 3.5830 -2.1339  O13 0.961
15 H -0.7537 3.6707 -3.5689  O13 0.956
16 O 0.8202 2.3598 0.1055  H17 0.956, H18 0.960
17 H 1.7368 2.5534 0.2967  O16 0.956
18 H 0.6581 1.9354 -0.7399  O16 0.960
19 O -1.8232 -3.2247 0.4286  H20 0.958, H21 0.949
20 H -0.9178 -3.0551 0.6930  O19 0.958
21 H -2.2112 -3.9118 0.9550  O19 0.949
22 O -2.5991 0.1388 1.3106  H23 0.969, H24 0.963
23 H -2.0146 0.8632 1.0407  O22 0.969
24 H -1.9340 -0.5413 1.1601  O22 0.963
25 O -0.0629 1.1375 3.7415  H26 0.954, H27 0.963
26 H 0.0917 1.7393 3.0170  O25 0.954
27 H -1.0213 1.0797 3.8092  O25 0.963
28 O 1.3050 0.2751 -4.2415  H29 0.958, H30 0.958
29 H 1.3429 -0.6060 -3.8685  O28 0.958
30 H 0.9149 0.9121 -3.6424  O28 0.958
31 O -1.0341 0.7999 -2.4348  H32 0.960, H33 0.971
32 H -1.6767 0.3434 -2.9827  O31 0.960
33 H -0.7855 1.6229 -2.8866  O31 0.971

E_LUMO = 0.00 eV
HOMO = -0.3918 Eh
Structure (SMILES) = O.O.O.O.O.O.O.O.O.O.O
Frontier orbital gap = 10.660 eV

***

What should be chosen as the least stable of them? Choose w.

***

w:
DFT (ωB97M-V with the def2-TZVPD basis set) results for a cluster of 11 separate species, H22O11 in total.

Last columns: bonded neighbours and bond lengths (Å).
Geometry (Å):
1 H -0.4495 0.1908 -0.0631  O23 0.964
2 H -1.8631 0.7484 -0.0933  O23 0.964
3 H 2.4052 1.8702 -1.9398  O24 0.964
4 H 3.1568 3.1815 -2.1001  O24 0.964
5 H -2.2672 -1.7798 -1.9057  O25 0.964
6 H -2.4225 -2.1911 -0.4508  O25 0.964
7 H -0.6962 1.1365 3.3210  O26 0.964
8 H 0.6400 0.8491 2.6563  O26 0.964
9 H -4.8599 -2.4171 0.7100  O27 0.964
10 H -4.4087 -1.4178 -0.3426  O27 0.964
11 H -2.4739 1.4257 -1.9249  O28 0.964
12 H -2.2999 2.8238 -1.3549  O28 0.964
13 H 1.1600 -0.2918 -0.7132  O29 0.964
14 H -0.0203 -0.1729 -1.6634  O29 0.964
15 H 4.2281 -1.0378 0.7416  O30 0.964
16 H 3.1337 -0.0306 1.0543  O30 0.964
17 H 2.9070 -2.5896 1.3800  O31 0.964
18 H 1.6286 -2.1052 2.0442  O31 0.964
19 H -2.5828 2.4000 2.4893  O32 0.964
20 H -2.6625 2.9390 1.0705  O32 0.964
21 H 3.3706 -1.8353 -0.5995  O33 0.964
22 H 4.2894 -1.8357 -1.8103  O33 0.964
23 O -0.9384 1.0201 -0.1105  H1 0.964, H2 0.964
24 O 2.5954 2.5636 -2.5817  H3 0.964, H4 0.964
25 O -2.9261 -1.8726 -1.2084  H5 0.964, H6 0.964
26 O 0.2380 1.3703 3.3603  H7 0.964, H8 0.964
27 O -4.8068 -2.2900 -0.2440  H9 0.964, H10 0.964
28 O -1.8058 2.0264 -1.5762  H11 0.964, H12 0.964
29 O 0.4475 -0.8069 -1.1082  H13 0.964, H14 0.964
30 O 3.7543 -0.6345 1.4777  H15 0.964, H16 0.964
31 O 2.0027 -2.3208 1.1825  H17 0.964, H18 0.964
32 O -2.1335 2.3664 1.6373  H19 0.964, H20 0.964
33 O 3.6600 -1.2825 -1.3341  H21 0.964, H22 0.964

E_LUMO = -0.08 eV
HOMO = -0.3399 Eh
Structure (SMILES) = O.O.O.O.O.O.O.O.O.O.O
Frontier orbital gap = 9.171 eV

***

x:
DFT (ωB97M-V with the def2-TZVPD basis set) results for a cluster of 11 separate species, H22O11 in total.

Last columns: bonded neighbours and bond lengths (Å).
Geometry (Å):
1 O -6.3424 3.8846 -21.3307  H2 0.995, H3 0.962
2 H -6.9498 3.6606 -20.5753  O1 0.995
3 H -6.6817 4.7042 -21.7037  O1 0.962
4 O -7.2216 0.3103 -19.4167  H5 0.964, H6 0.970
5 H -6.7934 -0.5345 -19.5978  O4 0.964
6 H -6.5661 0.9869 -19.6488  O4 0.970
7 O -6.7352 1.4742 -22.7364  H8 0.981, H9 0.962
8 H -6.6106 2.2206 -22.1117  O7 0.981
9 H -5.9296 0.9530 -22.6744  O7 0.962
10 O -5.5173 -1.8502 -16.5852  H11 0.963, H12 0.964
11 H -4.7453 -1.4564 -16.1656  O10 0.963
12 H -5.8205 -1.1893 -17.2184  O10 0.964
13 O -4.6071 1.6619 -20.1969  H14 0.976, H15 0.965
14 H -4.6160 1.9536 -19.2655  O13 0.976
15 H -4.2832 2.4266 -20.6885  O13 0.965
16 O -5.4470 3.2122 -18.0235  H17 0.964, H18 0.972
17 H -5.3880 3.1094 -17.0672  O16 0.964
18 H -6.3748 3.4439 -18.1951  O16 0.972
19 O -7.9641 3.0952 -19.2749  H20 0.972, H21 0.964
20 H -8.1815 2.1649 -19.0969  O19 0.972
21 H -8.8193 3.5407 -19.2931  O19 0.964
22 O -9.6182 1.3697 -17.6868  H23 0.967, H24 0.962
23 H -8.8237 0.8376 -17.5413  O22 0.967
24 H -10.3003 0.9499 -17.1531  O22 0.962
25 O -6.4843 -2.1920 -21.6415  H26 0.962, H27 0.974
26 H -6.3437 -2.8771 -22.3017  O25 0.962
27 H -5.7012 -1.6170 -21.7061  O25 0.974
28 O -4.0840 -0.6167 -21.7346  H29 0.978, H30 0.962
29 H -4.2875 0.0166 -21.0175  O28 0.978
30 H -3.6367 -0.0993 -22.4114  O28 0.962
31 O -9.1831 -2.8700 -20.4922  H32 0.961, H33 0.969
32 H -9.6209 -2.9843 -21.3406  O31 0.961
33 H -8.3123 -2.5083 -20.7163  O31 0.969

E_LUMO = 0.01 eV
HOMO = -0.3856 Eh
Structure (SMILES) = O.O.O.O.O.O.O.O.O.O.O
Frontier orbital gap = 10.502 eV

***

y:
DFT (ωB97M-V with the def2-TZVPD basis set) results for a cluster of 11 separate species, H22O11 in total.

Last columns: bonded neighbours and bond lengths (Å).
Geometry (Å):
1 O 0.2540 -0.5046 -0.2004  H2 0.962, H3 0.922
2 H 0.9210 0.1184 -0.5034  O1 0.962
3 H -0.2690 0.0204 0.3486  O1 0.922
4 O -0.6090 -2.3556 1.8116  H5 0.941, H6 0.967
5 H -0.6410 -1.4306 1.9796  O4 0.941
6 H -0.5620 -2.5736 0.8706  O4 0.967
7 O -1.4110 0.5814 -2.3624  H8 0.928, H9 0.998
8 H -1.0440 0.6824 -1.5164  O7 0.928
9 H -2.2780 0.1704 -2.0894  O7 0.998
10 O 2.0800 1.2714 1.5646  H11 0.947, H12 0.965
11 H 2.5800 1.9084 2.0546  O10 0.947
12 H 2.5820 1.1494 0.7496  O10 0.965
13 O 2.3150 -1.8546 1.1246  H14 0.949, H15 0.948
14 H 1.4740 -1.5146 0.8456  O13 0.949
15 H 2.1200 -2.7616 0.9296  O13 0.948
16 O -3.3040 0.3954 1.9816  H17 0.966, H18 0.969
17 H -2.6880 0.8174 1.3686  O16 0.966
18 H -3.9160 1.1314 2.1326  O16 0.969
19 O 1.6880 1.2254 -1.5774  H20 0.995, H21 0.951
20 H 1.4170 2.1504 -1.3314  O19 0.995
21 H 2.6390 1.2314 -1.5624  O19 0.951
22 O -0.3760 0.5834 2.3486  H23 0.962, H24 0.935
23 H -0.4940 1.0064 3.2046  O22 0.962
24 H 0.4500 0.9034 2.0496  O22 0.935
25 O -1.6880 1.9674 0.1606  H26 0.964, H27 0.957
26 H -1.1130 2.4664 0.7516  O25 0.964
27 H -2.2770 2.6004 -0.2494  O25 0.957
28 O -0.8440 -2.6496 -2.1174  H29 0.958, H30 0.943
29 H -1.6690 -3.0046 -1.7834  O28 0.958
30 H -0.8010 -1.7546 -1.8224  O28 0.943
31 O 1.6660 -0.7586 -3.4414  H32 1.011, H33 0.982
32 H 1.4930 0.0334 -2.8374  O31 1.011
33 H 2.3050 -1.2526 -2.8824  O31 0.982

E_LUMO = -0.79 eV
HOMO = -0.3770 Eh
Structure (SMILES) = O.O.O.O.O.O.O.O.O.O.O
Frontier orbital gap = 9.469 eV

***

What should be chosen as the least stable of them? Choose w.

***

w:
DFT (ωB97M-V with the def2-TZVPD basis set) results for a cluster of 2 separate species, C3H9NO2 in total.

Last columns: bonded neighbours and bond lengths (Å).
Geometry (Å):
1 C 0.0020 -1.2265 -1.4796  N2 1.430, H6 1.115, H7 1.099, H8 1.085
2 N 0.0716 -2.3075 -0.5459  C1 1.430, H4 1.020, H5 1.026
3 H -0.9034 0.0157 0.4911  O11 0.979
4 H -0.2269 -3.2170 -0.8983  N2 1.020
5 H 0.9741 -2.4751 -0.0864  N2 1.026
6 H -0.9635 -0.6742 -1.4074  C1 1.115
7 H 0.0924 -1.7046 -2.4647  C1 1.099
8 H 0.8167 -0.5423 -1.2654  C1 1.085
9 C 0.6106 1.6533 1.3290  C10 1.507, H13 1.092, H14 1.091, H15 1.098
10 C -0.7628 1.9165 0.7664  C9 1.507, O11 1.380, O12 1.188
11 O -1.4066 0.8160 0.2374  H3 0.979, C10 1.380
12 O -1.3852 2.9186 0.9091  C10 1.188
13 H 0.6093 1.5206 2.4130  C9 1.092
14 H 1.2991 2.4771 1.1329  C9 1.091
15 H 1.1727 0.8295 0.8689  C9 1.098

E_LUMO (spin up / spin down) = -4.33 / -9.69 eV
Multiplicity = 2
⟨S²⟩ = 0.7542
HOMO (spin up / spin down) = -0.5117 / -0.5108 Eh
Charge = +1
Frontier orbital gap (spin up / spin down) = 9.595 / 4.210 eV

***

x:
DFT (ωB97M-V with the def2-TZVPD basis set) results for a cluster of 2 separate species, C3H9NO2 in total.

Last columns: bonded neighbours and bond lengths (Å).
Geometry (Å):
1 C -0.8298 1.4992 0.6216  C2 1.483, H6 1.084, H7 1.084, H8 1.091
2 C -1.2814 0.1760 0.1274  C1 1.483, N3 1.429, O5 1.204
3 N -0.5760 -0.3756 -0.9858  C2 1.429, C4 1.444, H9 1.020
4 C 0.6380 0.1437 -1.5700  N3 1.444, H10 1.081, H11 1.096, H12 1.076
5 O -2.1521 -0.5186 0.5848  C2 1.204
6 H -1.1164 2.2782 -0.0758  C1 1.084
7 H -1.2933 1.6799 1.5851  C1 1.084
8 H 0.2466 1.4848 0.7971  C1 1.091
9 H -0.9925 -1.1871 -1.4426  N3 1.020
10 H 0.6947 -0.1869 -2.5977  C4 1.081
11 H 1.4780 -0.3095 -1.0315  C4 1.096
12 H 0.5889 1.2175 -1.5128  C4 1.076
13 H 1.6276 -1.4204 2.3812  O15 0.965
14 H 1.5707 -2.7156 1.6085  O15 0.971
15 O 1.3972 -1.7657 1.5105  H13 0.965, H14 0.971

E_LUMO (spin up / spin down) = -3.45 / -8.68 eV
Multiplicity = 2
⟨S²⟩ = 0.7706
HOMO (spin up / spin down) = -0.5655 / -0.5653 Eh
Charge = +1
Frontier orbital gap (spin up / spin down) = 11.934 / 6.701 eV

***

y:
DFT (ωB97M-V with the def2-TZVPD basis set) results for a cluster of 2 separate species, C3H9NO2 in total.

Last columns: bonded neighbours and bond lengths (Å).
Geometry (Å):
1 C -1.3132 0.7859 1.9007  C2 1.533, H6 1.087, H7 1.086, H8 1.087
2 C -0.7406 -0.3330 1.0233  C1 1.533, C3 1.498, H9 1.096, H10 1.075
3 C -0.5094 0.0904 -0.3950  C2 1.498, N4 1.351, O5 1.240
4 N -1.3856 -0.1118 -1.4033  C3 1.351, H11 1.019, H12 1.022
5 O 0.5242 0.7161 -0.6732  C3 1.240
6 H -0.7174 1.6839 1.7573  C1 1.087
7 H -1.2454 0.4762 2.9393  C1 1.086
8 H -2.3514 1.0228 1.6830  C1 1.087
9 H 0.2484 -0.5932 1.4183  C2 1.096
10 H -1.2840 -1.2598 0.9922  C2 1.075
11 H -2.3298 0.2679 -1.3455  N4 1.019
12 H -1.0067 0.1160 -2.3251  N4 1.022
13 H 2.1936 -0.6967 -0.1531  O15 0.959
14 H 3.3115 -0.4715 -1.1778  O15 0.964
15 O 3.0122 -1.0713 -0.4850  H13 0.959, H14 0.964

E_LUMO (spin up / spin down) = -5.30 / -9.66 eV
Multiplicity = 2
⟨S²⟩ = 0.7570
HOMO (spin up / spin down) = -0.5489 / -0.5484 Eh
Charge = +1
Frontier orbital gap (spin up / spin down) = 9.637 / 5.260 eV

***

What should be chosen as the least stable of them? Choose w.

***

w:
DFT (ωB97M-V with the def2-TZVPD basis set) results for the molecule C2H3P3.

Last columns: bonded neighbours and bond lengths (Å).
Geometry (Å):
1 C -1.2602 -0.8822 0.2562  P3 1.610, H6 1.055
2 C 1.7222 -1.0127 0.2576  P4 1.618, H7 1.110
3 P -1.7216 0.6471 0.0557  C1 1.610, P5 2.274
4 P 1.9583 0.5768 0.0714  C2 1.618, P5 2.380
5 P 0.0788 2.0355 0.0126  P3 2.274, P4 2.380, H8 1.394
6 H -1.8218 -1.7480 0.4752  C1 1.055
7 H 1.0983 -1.9295 0.2178  C2 1.110
8 H -0.0539 2.3131 -1.3466  P5 1.394

E_LUMO (spin up / spin down) = -1.26 / -1.53 eV
HOMO (spin up / spin down) = -0.3079 / -0.3092 Eh
Structure (SMILES) = C#P=[PH]=P#C
Frontier orbital gap (spin up / spin down) = 7.119 / 6.883 eV

***

x:
DFT (ωB97M-V with the def2-TZVPD basis set) results for a cluster of 2 separate species, C2H3P3 in total.

Last columns: bonded neighbours and bond lengths (Å).
Geometry (Å):
1 C -0.5945 0.0135 -0.8129  C2 1.495, P4 1.638, H6 1.035
2 C -1.2696 -0.1024 0.5161  C1 1.495, P4 1.886, H7 1.163, H8 1.082
3 P 2.2852 0.8849 -0.6812  P5 1.944
4 P -0.1780 -1.4545 -0.2166  C1 1.638, C2 1.886
5 P 3.4753 0.0429 0.6055  P3 1.944
6 H -0.6426 0.6597 -1.6205  C1 1.035
7 H -0.7621 0.2608 1.4981  C2 1.163
8 H -2.3138 -0.3049 0.7116  C2 1.082

E_LUMO = -0.74 eV
HOMO = -0.3175 Eh
Frontier orbital gap = 7.901 eV

***

What should be chosen as the least stable of them? Choose w.